Molecular formula: H5N3Si
Method: DFT, ωB97M-V/def2-TZVPD

Last column: natural (NBO) charge in e.
CARTESIAN COORDINATES (ANGSTROEM)
N (-0.419, 1.629, -1.189)  -0.542
N (-0.615, 0.502, -0.707)  0.034
N (0.304, 0.170, 0.140)  -0.744
Si (0.367, -1.373, 0.945)  1.090
H (0.378, 2.220, -1.011)  0.378
H (-1.195, 1.921, -1.764)  0.379
H (-0.373, -2.465, 0.382)  -0.202
H (1.663, -1.827, 1.058)  -0.203
H (-0.108, -0.778, 2.146)  -0.190

Maximum force ... 6.18 eV/A
Calculated total energy ... -456.6660 Ha
Frontier orbital gap ... 10.03 eV
2S+1 ... 1
Relative energy (zero: lowest compared OMol25 entry of this formula, charge and spin) ... 0.182 eV
Structure (SMILES) ... N/N=N/[SiH3]

---

Molecular formula: C21H43IrN2P3S2
Method: DFT, ωB97M-V/def2-TZVPD

Last column: Löwdin spin population.
CARTESIAN COORDINATES (ANGSTROEM)
Ir (-0.063, -0.072, -0.921)  0.726
P (-1.352, 1.758, -0.662)  0.043
P (-1.673, -1.450, 0.248)  0.015
P (1.758, 1.451, -1.402)  0.018
H (-0.796, -2.662, -1.973)  0.005
C (0.154, -2.112, -2.018)  0.055
C (1.103, -2.129, -0.983)  0.016
H (0.940, -2.750, -0.099)  0.002
C (-2.430, 1.991, -2.131)  0.036
C (-2.567, 1.800, 0.715)  -0.001
C (-0.749, 3.487, -0.450)  -0.001
C (-1.490, -3.264, 0.510)  0.000
C (-2.218, -1.172, 1.985)  -0.002
C (-3.215, -1.307, -0.748)  0.009
C (3.285, 0.519, -1.786)  0.002
C (2.389, 2.551, -0.068)  0.012
C (1.564, 2.660, -2.788)  0.008
H (0.549, -2.062, -3.054)  0.005
H (2.144, -1.913, -1.225)  0.000
H (-3.038, 2.894, -1.973)  0.006
H (-3.094, 1.128, -2.259)  0.001
H (-1.808, 2.123, -3.025)  0.001
H (-3.195, 2.700, 0.624)  0.000
H (-2.033, 1.852, 1.673)  0.000
H (-3.229, 0.930, 0.709)  0.000
H (-1.624, 4.152, -0.398)  0.000
H (-0.135, 3.804, -1.300)  0.000
H (-0.180, 3.619, 0.482)  0.000
H (-2.461, -3.675, 0.824)  0.000
H (-0.772, -3.450, 1.319)  0.001
H (-1.153, -3.808, -0.372)  0.000
H (-3.183, -1.674, 2.133)  0.000
H (-2.344, -0.123, 2.238)  0.000
H (-1.494, -1.599, 2.684)  0.000
H (-3.883, -2.141, -0.500)  0.001
H (-2.964, -1.353, -1.813)  0.002
H (-3.736, -0.365, -0.557)  0.000
H (3.970, 1.173, -2.341)  0.000
H (3.095, -0.376, -2.388)  0.000
H (3.770, 0.218, -0.850)  0.002
H (3.409, 2.863, -0.341)  0.000
H (2.428, 2.040, 0.905)  0.009
H (1.770, 3.450, 0.024)  0.001
H (2.242, 2.381, -3.609)  0.001
H (1.846, 3.671, -2.432)  0.001
H (0.533, 2.715, -3.192)  0.002
C (0.852, -1.153, -5.702)  0.558
C (0.418, -0.563, -6.909)  0.452
C (0.956, -0.974, -8.132)  0.401
C (1.913, -1.991, -8.171)  0.510
C (2.216, -2.696, -7.005)  0.337
C (1.684, -2.300, -5.779)  0.447
S (0.649, -0.218, -4.232)  0.195
H (-0.557, -0.354, -3.530)  0.088
H (-0.285, 0.264, -6.866)  0.013
H (0.668, -0.501, -9.071)  0.008
H (2.430, -2.225, -9.117)  0.014
H (2.904, -3.543, -7.070)  0.006
H (1.974, -2.840, -4.875)  0.014
C (1.299, -1.533, 3.933)  0.010
N (0.713, -0.229, 3.708)  0.074
C (0.057, 0.540, 4.654)  0.087
C (-0.344, 1.672, 4.028)  0.124
N (0.075, 1.580, 2.713)  0.044
C (0.666, 0.375, 2.501)  0.028
S (1.288, -0.358, 1.096)  0.596
H (0.764, -2.299, 3.357)  0.003
H (2.357, -1.511, 3.643)  0.005
H (1.195, -1.761, 4.996)  0.000
H (-0.006, 0.190, 5.665)  0.003
H (-0.799, 2.559, 4.428)  0.005
H (-0.075, 2.281, 1.991)  0.000

Maximum force ... 3.39 eV/A
Calculated total energy ... -2858.5705 Ha
Frontier orbital gap (alpha / beta) ... 5.32 / 5.00 eV
2S+1 ... 6
Relative energy (zero: lowest compared OMol25 entry of this formula, charge and spin) ... 2.846 eV
Net charge ... +4
<S²> ... 8.78

---

Molecular formula: C3H13NO3
Method: DFT, ωB97M-V/def2-TZVPD

Last column: natural (NBO) charge in e.
CARTESIAN COORDINATES (ANGSTROEM)
C (-2.432, -0.279, 1.378)  -0.650
C (-1.565, -0.256, 0.188)  -0.386
C (-0.866, -1.333, -0.238)  0.038
N (0.362, -1.402, -0.871)  -0.798
H (-2.451, 0.579, 2.113)  0.232
H (-3.486, -0.362, 1.102)  0.208
H (-2.306, -1.203, 1.996)  0.209
H (-1.498, 0.679, -0.444)  0.213
H (-1.342, -2.314, -0.225)  0.171
H (0.677, -2.306, -1.156)  0.398
H (1.035, -0.700, -0.625)  0.376
O (2.532, -0.117, -2.601)  -0.941
H (1.998, 0.198, -1.871)  0.472
H (3.438, 0.021, -2.308)  0.465
O (0.654, 1.104, 1.745)  -0.964
H (0.883, 0.733, 2.605)  0.477
H (0.279, 0.322, 1.305)  0.480
O (1.702, 2.147, -0.912)  -0.963
H (0.918, 2.653, -1.158)  0.474
H (1.466, 1.835, -0.023)  0.490

Maximum force ... 2.73 eV/A
Calculated total energy ... -402.5176 Ha
Frontier orbital gap ... 8.52 eV
2S+1 ... 1
Relative energy (zero: lowest compared OMol25 entry of this formula, charge and spin) ... 1.711 eV
Structure (SMILES) ... C/C=C/N.O.O.O

---

- Number 2 is which compound?
  C21H43IrN2P3S2